# 1
{
  "formula": "C4H16NO3",
  "method": "wB97M-V/def2-TZVPD",
  "species": ["C", "C", "C", "C", "O", "N", "H", "H", "H", "H", "H", "H", "H", "H", "H", "H", "H", "H", "H", "H", "O", "H", "H", "O"],
  "coordinates": [[0.1448, -0.2617, 2.1780], [-0.2443, -0.5389, 0.7661], [0.1967, -1.8722, 0.1106], [1.6969, -2.1161, 0.1517], [-0.1427, -1.7352, -1.2728], [0.1978, 0.5872, -0.2077], [0.2803, -1.2125, 2.7166], [1.1379, 0.1496, 2.3441], [-0.6260, 0.2777, 2.7353], [-1.3306, -0.6276, 0.7188], [-0.4031, -2.6700, 0.5699], [2.3904, -1.2808, 0.1358], [1.8687, -2.5356, 1.1514], [1.9894, -2.8289, -0.6054], [-0.9418, -2.2455, -1.4993], [-0.2732, 1.4802, -0.0271], [1.2057, 0.5621, -0.0653], [0.0603, 0.4419, -1.2085], [-0.0330, 4.2261, 0.5397], [0.6964, 3.3768, 1.4398], [0.1643, 3.2914, 0.6415], [-1.9012, 1.2164, -3.0305], [-2.3514, 2.1937, -2.1144], [-1.7670, 1.4198, -2.0974]],
  "forces_ev_per_a": [[0.51, -0.71, 1.21], [-1.10, -0.47, -1.64], [0.47, 1.10, -0.86], [-0.22, -0.79, 1.70], [-0.85, -0.54, -0.33], [0.00, -0.92, 0.93], [-0.46, -0.01, -0.27], [0.02, 0.59, -0.35], [0.33, 0.22, -0.21], [-0.04, 0.60, -0.18], [0.49, 0.06, 0.00], [-0.30, 0.55, -0.44], [0.34, -0.29, -0.25], [0.04, -0.18, -0.07], [0.51, 0.33, 0.20], [0.69, 0.23, 0.47], [0.08, 1.05, -0.03], [-0.54, -0.82, 0.08], [-0.49, 0.19, -0.67], [0.22, -0.60, 0.23], [0.24, 0.42, 0.47], [0.50, -0.78, -0.18], [0.18, 0.12, 0.87], [-0.64, 0.64, -0.69]],
  "lowdin_charge": [-0.036, -0.279, -0.370, -0.022, -0.049, 0.217, 0.103, 0.093, 0.097, 0.153, 0.163, 0.081, 0.093, 0.093, 0.124, 0.106, 0.148, 0.126, 0.063, 0.060, -0.042, 0.060, 0.063, -0.045],
  "e_homo_ha": -0.5255,
  "e_tot_ev": -12034.032,
  "charge": 1,
  "lumo_energy_ev": -2.7,
  "multiplicity": 1,
  "de_lowest_kcal_mol": 13.8
}

# 2
{
  "formula": "C4H10N2O2",
  "method": "wB97M-V/def2-TZVPD",
  "species": ["N", "C", "C", "N", "C", "C", "O", "O", "H", "H", "H", "H", "H", "H", "H", "H", "H", "H"],
  "coordinates": [[-0.0356, -0.8226, -2.9108], [-0.1726, -0.1088, -1.6820], [-0.2364, -0.9755, -0.3959], [0.5717, -0.2704, 0.6962], [-0.4656, 0.5707, 1.4757], [0.2963, 1.7209, 2.1164], [-0.1223, 2.4411, 2.9834], [1.5927, 1.7147, 1.8343], [0.4669, -1.6407, -2.8620], [-0.9254, -1.0665, -3.2997], [-1.1115, 0.5421, -1.5553], [0.6590, 0.5443, -1.5626], [-1.2037, -1.2856, 0.0478], [0.3067, -1.9139, -0.5055], [0.7690, -1.0422, 1.3140], [-1.2890, 0.8661, 0.8655], [-0.9853, -0.1395, 2.1468], [1.8850, 0.8657, 1.2939]],
  "forces_ev_per_a": [[-2.00, 2.02, -0.99], [-2.08, 0.02, 1.96], [1.88, -0.04, 0.95], [-3.01, -0.19, -0.33], [1.52, -1.57, -0.24], [0.24, -1.04, 1.60], [-0.64, 0.27, -0.66], [1.61, -1.30, -1.17], [1.60, -2.00, 0.48], [-0.40, -0.03, -0.27], [1.26, -0.75, -1.21], [0.72, 0.56, 0.24], [0.04, 0.47, -0.75], [0.04, -0.14, -0.59], [0.35, -0.05, 0.46], [-0.16, 0.73, -0.90], [0.52, 0.81, 0.54], [-1.49, 2.21, 0.87]],
  "lowdin_charge": [0.011, -0.276, -0.204, -0.090, -0.083, -0.544, 0.098, 0.065, 0.032, 0.065, 0.137, 0.092, 0.112, 0.102, 0.095, 0.104, 0.135, 0.148],
  "e_homo_ha": -0.3572,
  "e_tot_ev": -11384.292,
  "charge": 0,
  "lumo_energy_ev": 0.6,
  "smiles": "NCCNCC(=O)O",
  "multiplicity": 1,
  "de_lowest_kcal_mol": 60.2
}

# 3
{
  "formula": "C3H11NO3",
  "method": "wB97M-V/def2-TZVPD",
  "species": ["C", "C", "N", "C", "O", "H", "H", "H", "H", "H", "H", "H", "O", "H", "H", "O", "H", "H"],
  "coordinates": [[2.1142, 0.1105, -1.5932], [1.3841, 0.4763, -0.2998], [0.7110, -0.6655, 0.2872], [0.6650, -0.9033, 1.6114], [-0.0780, -1.7255, 2.1302], [2.4868, 1.0171, -2.0637], [1.4660, -0.3496, -2.3367], [2.9319, -0.5437, -1.3000], [2.1058, 0.8666, 0.4173], [0.6542, 1.2698, -0.4923], [0.0407, -1.1472, -0.2917], [1.3464, -0.2995, 2.2310], [-2.8903, -1.3616, 0.6920], [-2.2963, -2.0424, 1.0350], [-3.0509, -0.8371, 1.4838], [-2.1338, 1.9830, -0.4994], [-2.6176, 2.7622, -0.7979], [-2.8392, 1.3899, -0.2132]],
  "forces_ev_per_a": [[-0.11, 0.27, 0.57], [-0.25, 0.32, -0.55], [0.41, 0.26, 0.14], [-0.76, -0.56, 0.17], [0.21, 0.16, -0.12], [0.28, 0.05, 0.07], [-0.08, -0.27, 0.16], [0.13, -0.15, -0.49], [-0.03, -0.05, 0.09], [0.02, -0.03, 0.05], [-0.15, -0.07, 0.14], [0.12, 0.09, -0.25], [0.00, -0.01, 0.21], [0.17, 0.03, -0.12], [-0.05, 0.06, -0.04], [-0.32, 0.11, 0.01], [0.19, 0.00, -0.01], [0.22, -0.20, -0.03]],
  "lowdin_charge": [-0.086, -0.255, 0.029, -0.360, -0.016, 0.070, 0.071, 0.073, 0.112, 0.103, 0.143, 0.134, -0.070, 0.020, 0.034, -0.062, 0.035, 0.024],
  "e_homo_ha": -0.3548,
  "e_tot_ev": -10922.312,
  "charge": 0,
  "lumo_energy_ev": 0.7,
  "smiles": "CCNC=O.O.O",
  "multiplicity": 1,
  "de_lowest_kcal_mol": 16.0
}

# 4
{
  "formula": "C14H40N12O15S2",
  "method": "wB97M-V/def2-TZVPD",
  "species": ["C", "O", "N", "N", "H", "H", "H", "H", "C", "O", "N", "N", "H", "H", "H", "H", "C", "O", "N", "N", "H", "H", "H", "H", "C", "O", "N", "N", "H", "H", "H", "H", "C", "O", "N", "N", "H", "H", "H", "H", "C", "O", "N", "N", "H", "H", "H", "H", "C", "C", "O", "S", "O", "O", "O", "H", "H", "H", "H", "C", "C", "O", "S", "O", "O", "O", "H", "H", "H", "H", "C", "C", "C", "O", "C", "H", "H", "H", "H", "H", "H", "H", "H"],
  "coordinates": [[-12.5992, -25.4362, -1.2871], [-12.4389, -24.3757, -0.6605], [-12.7504, -25.4530, -2.6330], [-12.6665, -26.6383, -0.6546], [-13.2762, -26.1561, -3.1264], [-12.6742, -24.5632, -3.0933], [-12.6008, -27.4753, -1.2055], [-12.5420, -26.6620, 0.3393], [-6.8879, -21.0904, -5.9181], [-6.7700, -21.6971, -4.8670], [-7.0843, -21.7036, -7.1507], [-6.7419, -19.7414, -6.0488], [-6.6975, -21.3090, -7.9880], [-7.3518, -22.6682, -7.1824], [-6.5572, -19.1690, -5.2469], [-6.9459, -19.3539, -6.9501], [-14.9046, -22.3634, 0.9986], [-15.7321, -21.7362, 1.6557], [-14.1126, -23.3540, 1.5066], [-14.7608, -22.1502, -0.3541], [-13.4490, -23.7509, 0.8547], [-14.0383, -23.5221, 2.4897], [-13.9171, -22.3958, -0.8414], [-15.4603, -21.5220, -0.7018], [-13.5064, -27.0088, -5.0306], [-14.4202, -27.3504, -4.2962], [-12.4995, -27.8640, -5.3906], [-13.3288, -25.7319, -5.4883], [-12.5843, -28.8442, -5.1990], [-11.8038, -27.5705, -6.0586], [-12.5159, -25.5183, -6.0425], [-14.0681, -25.0560, -5.4407], [-8.5685, -22.2165, -0.7542], [-8.0914, -21.4035, 0.0274], [-9.5961, -23.0429, -0.4226], [-8.0797, -22.3677, -2.0424], [-9.8756, -22.9813, 0.5400], [-10.1801, -23.5370, -1.0727], [-7.2273, -21.8971, -2.2840], [-8.7581, -22.5670, -2.7563], [-9.7806, -26.2630, -7.5221], [-10.9669, -26.5505, -7.4694], [-9.3711, -25.0321, -8.0068], [-8.7548, -27.0394, -7.0955], [-8.3827, -24.8582, -8.0543], [-9.9593, -24.4500, -8.5731], [-8.9037, -27.8547, -6.5269], [-7.8275, -26.7647, -7.3588], [-10.6080, -21.4500, -5.5641], [-10.1336, -22.8516, -5.1635], [-10.9051, -23.1674, -3.9789], [-11.9100, -21.9513, -3.6182], [-11.9491, -21.7319, -2.2262], [-13.1192, -22.1302, -4.3489], [-11.0111, -20.8443, -4.3439], [-11.5045, -21.5644, -6.1804], [-9.8550, -20.9309, -6.1484], [-9.0681, -22.8892, -4.9340], [-10.3874, -23.5704, -5.9410], [-7.5692, -18.5680, -2.5693], [-8.9288, -18.4391, -1.8916], [-9.8227, -17.9742, -2.9273], [-9.0508, -17.3970, -4.1896], [-9.3103, -16.0153, -4.3483], [-9.2614, -18.2960, -5.2739], [-7.5700, -17.5607, -3.5913], [-7.4635, -19.5561, -3.0237], [-6.7664, -18.3717, -1.8680], [-8.9024, -17.6680, -1.1198], [-9.3469, -19.3532, -1.4818], [-8.4185, -25.8023, -2.5947], [-7.5987, -25.6070, -3.8853], [-7.1640, -27.0311, -4.1100], [-8.3904, -27.7747, -3.9323], [-9.1845, -27.0721, -2.9609], [-9.0921, -24.9769, -2.3860], [-7.7319, -25.8934, -1.7540], [-6.8111, -24.8713, -3.7117], [-8.2543, -25.2393, -4.6776], [-6.4738, -27.4161, -3.3540], [-6.7718, -27.2692, -5.0986], [-9.4018, -27.7182, -2.1078], [-10.1244, -26.8075, -3.4554]],
  "forces_ev_per_a": [[-0.47, 0.62, 0.51], [0.40, -0.48, -0.29], [0.42, 0.16, 0.03], [0.05, 0.07, -0.49], [-0.16, -0.20, 0.39], [-0.15, -0.09, 0.09], [-0.08, -0.13, 0.20], [0.02, -0.03, 0.00], [1.01, 0.45, -0.43], [-0.69, -0.11, 0.08], [-0.50, -0.07, 0.19], [0.09, -0.88, -0.22], [-0.06, 0.07, 0.00], [0.29, -0.11, 0.23], [-0.08, 0.12, -0.05], [-0.11, 0.53, 0.25], [-0.54, 0.24, 0.48], [0.33, -0.37, -0.17], [0.22, 0.13, -0.77], [-0.25, -0.22, 0.69], [0.14, -0.27, 0.33], [-0.14, 0.24, 0.07], [-0.09, 0.04, -0.20], [0.35, 0.20, -0.38], [0.54, -0.55, -0.45], [-0.29, 0.20, 0.14], [0.13, 0.24, 0.02], [0.22, 0.06, -0.16], [-0.25, 0.05, 0.18], [-0.08, -0.04, -0.22], [-0.16, -0.06, -0.20], [-0.14, -0.11, 0.16], [0.07, 0.37, -0.24], [0.21, -0.32, 0.02], [0.42, 0.18, 0.35], [-0.45, -0.27, 0.31], [-0.40, 0.07, -0.12], [-0.09, -0.01, 0.05], [-0.18, 0.26, -0.17], [0.28, -0.11, -0.22], [-0.16, 0.63, -0.24], [0.05, -0.11, 0.26], [0.60, -0.15, 0.26], [-0.09, 0.24, -0.30], [-0.05, 0.11, -0.18], [-0.29, -0.30, -0.05], [-0.07, 0.01, 0.06], [0.15, -0.29, 0.27], [-0.36, -0.99, -0.97], [-0.37, 0.11, -0.17], [-0.06, 0.15, 0.46], [0.37, 0.15, -0.68], [0.34, 0.07, 0.07], [0.07, -0.18, 0.01], [-0.01, 0.30, 0.50], [0.10, 0.18, -0.11], [0.06, 0.60, 0.61], [-0.06, -0.03, 0.23], [0.14, -0.09, 0.06], [-0.43, -0.72, 0.24], [-0.13, 0.56, 0.19], [0.14, 0.07, -0.33], [-0.30, -0.18, 0.67], [0.07, 0.05, -0.12], [0.17, 0.02, -0.13], [-0.12, 0.08, -0.22], [0.13, 0.04, -0.03], [0.15, 0.06, -0.14], [-0.03, -0.07, 0.00], [0.23, -0.14, -0.07], [-0.13, 0.08, -0.64], [0.23, 0.64, 1.01], [-0.68, -0.68, -0.11], [0.29, 0.00, -0.15], [-0.20, 0.07, 0.02], [-0.03, 0.03, 0.01], [-0.12, -0.22, 0.09], [0.13, -0.16, -0.22], [0.09, -0.20, -0.21], [0.34, 0.43, -0.05], [0.00, 0.05, -0.02], [0.07, -0.06, -0.05], [-0.08, -0.03, 0.17]],
  "lowdin_charge": [-0.618, -0.032, 0.193, 0.179, 0.052, 0.063, 0.103, 0.107, -0.657, 0.024, 0.144, 0.178, 0.094, 0.075, 0.089, 0.104, -0.677, -0.004, 0.154, 0.154, 0.041, 0.096, 0.053, 0.098, -0.696, 0.016, 0.171, 0.168, 0.106, 0.043, 0.074, 0.114, -0.663, 0.012, 0.178, 0.171, 0.111, 0.055, 0.081, 0.055, -0.636, 0.017, 0.148, 0.187, 0.081, 0.107, 0.112, 0.100, -0.172, -0.147, -0.229, 0.590, -0.195, -0.212, -0.172, 0.127, 0.123, 0.096, 0.110, -0.152, -0.119, -0.186, 0.594, -0.206, -0.243, -0.202, 0.104, 0.140, 0.136, 0.125, -0.157, -0.166, -0.203, -0.169, -0.189, 0.074, 0.121, 0.114, 0.094, 0.125, 0.102, 0.117, 0.101],
  "e_homo_ha": -0.3221,
  "e_tot_ev": -85435.783,
  "charge": 0,
  "lumo_energy_ev": -0.6,
  "multiplicity": 1,
  "de_lowest_kcal_mol": 0.0
}

# 5
{
  "formula": "C3H6N4O",
  "method": "wB97M-V/def2-TZVPD",
  "species": ["C", "C", "C", "N", "N", "N", "N", "O", "H", "H", "H", "H", "H", "H"],
  "coordinates": [[0.2018, 0.2380, -0.9496], [-0.8984, -1.3132, -1.2886], [1.1349, 0.9254, 1.1830], [0.8425, 0.6833, -1.9397], [-1.2086, -1.5280, 0.0341], [-0.8084, -0.5896, 1.0131], [0.1462, 0.2946, 0.3910], [-1.2405, -1.8897, -2.2465], [0.9954, 2.0437, 0.9339], [0.8925, 0.6996, 2.1771], [2.2709, 0.7113, 0.8611], [1.2671, 1.5791, -1.7281], [-2.1127, -1.9049, 0.2467], [-1.4827, 0.0504, 1.3125]],
  "forces_ev_per_a": [[-1.86, -4.50, -1.77], [2.13, 4.38, 3.06], [2.10, 2.48, -2.33], [-0.46, 0.81, 0.68], [-0.75, -0.17, -0.10], [3.04, -0.32, -0.37], [-0.35, -0.78, -1.50], [-0.21, -0.67, -1.21], [0.50, -1.36, 1.03], [0.24, -0.07, 1.54], [-2.52, -0.09, 0.79], [0.63, 0.21, 0.03], [-0.20, -0.52, 0.12], [-2.29, 0.60, 0.04]],
  "lowdin_charge": [-0.285, -0.339, -0.059, 0.120, 0.044, 0.018, -0.189, 0.112, 0.108, 0.056, 0.135, 0.034, 0.142, 0.103],
  "e_homo_ha": -0.3203,
  "e_tot_ev": -11212.199,
  "charge": 0,
  "lumo_energy_ev": 0.6,
  "multiplicity": 1,
  "de_lowest_kcal_mol": 105.6
}

# 6
{
  "formula": "C2H5N3O",
  "method": "wB97M-V/def2-TZVPD",
  "species": ["H", "N", "C", "N", "O", "C", "N", "H", "H", "H", "H"],
  "coordinates": [[0.4385, 1.5872, -2.5212], [0.2962, 0.6695, -2.0629], [-0.1366, 0.7108, -0.9075], [-0.1628, -0.2993, 0.0132], [0.7878, -1.2185, -0.5748], [-0.4445, -0.4751, 1.2413], [0.0312, -1.4116, 2.0944], [-0.0947, -1.2380, 3.1174], [-0.4699, 1.7705, -0.3585], [0.8820, -0.5266, -1.4072], [-1.1272, 0.4310, 1.3660]],
  "forces_ev_per_a": [[-0.39, -0.97, 0.49], [1.21, 0.08, -1.87], [-3.93, 6.56, 5.42], [4.26, -3.34, -6.86], [-0.73, 1.56, -1.14], [-0.91, -0.09, 7.42], [-0.96, 2.89, -2.60], [-0.73, 0.26, -1.50], [0.43, -2.59, -1.47], [1.40, -3.40, 0.62], [0.36, -0.96, 1.49]],
  "lowdin_charge": [0.114, 0.113, -0.274, -0.143, -0.034, -0.293, 0.083, 0.041, 0.186, 0.067, 0.139],
  "e_homo_ha": -0.3339,
  "e_tot_ev": -8668.229,
  "charge": 0,
  "lumo_energy_ev": 0.5,
  "smiles": "[H]/N=C/N(O)/C=N/[H]",
  "multiplicity": 1,
  "de_lowest_kcal_mol": 124.8
}